C29H32N2O2 in the gas phase, computed with ωB97M-V/def2-TZVPD.

The orbital gap is 7.04 eV. The HOMO energy comes out at -6.7 eV. For the calculated total energy, the calculation gives -37667.21576 eV. As for the SMILES: O=C1C([C@H](c2cc3c4c(c2)CCCN4CCC3)[N+]23CCC(CC2)CC3)=C([O-])c2ccccc21.

Each line ends with the Löwdin charge.
Geometry (Å):
O 0.4051 -4.2546 0.2294  0.031
C 0.7689 -3.4448 1.0902  -0.347
C 0.7626 -1.9787 1.0118  -0.082
C -0.0404 -1.3046 -0.0536  -0.176
C 0.6909 -0.2965 -0.9112  -0.177
C 1.6316 0.5854 -0.3978  0.034
C 2.0223 1.6953 -1.1335  -0.142
C 1.4789 1.8977 -2.4292  -0.107
C 0.7254 0.8565 -3.0440  -0.155
C 0.3923 -0.2541 -2.2902  -0.007
C 0.2685 1.0010 -4.4549  -0.151
C 0.0101 2.4609 -4.8173  -0.171
C 1.1757 3.3420 -4.4088  -0.173
N 1.6064 3.1068 -3.0486  -0.088
C 2.4462 4.1585 -2.5182  -0.172
C 2.5624 4.1124 -1.0049  -0.169
C 2.9313 2.7093 -0.5387  -0.145
N -1.3625 -0.7900 0.4929  -0.140
C -2.2169 -2.0189 0.8421  -0.056
C -3.6039 -1.5901 1.2938  -0.118
C -3.6862 -0.0672 1.4234  -0.301
C -2.5558 0.4182 2.3357  -0.113
C -1.2053 -0.0205 1.7986  -0.066
C -3.4590 0.5402 0.0420  -0.125
C -2.0978 0.1164 -0.4974  -0.063
C 1.4125 -1.4389 2.1945  -0.354
O 1.8518 -0.2996 2.4547  -0.006
C 1.4084 -2.5617 3.1821  -0.107
C 1.3556 -2.4931 4.5687  -0.018
C 1.0504 -3.6609 5.2783  -0.085
C 0.8827 -4.8838 4.6033  -0.083
C 0.9185 -4.9345 3.2053  -0.015
C 1.1328 -3.7538 2.5065  -0.106
H -0.3356 -2.1116 -0.7375  0.140
H 2.0207 0.4699 0.6137  0.102
H -0.1730 -1.0690 -2.7551  0.128
H -0.6426 0.4134 -4.6093  0.114
H 1.0257 0.5834 -5.1352  0.126
H -0.8992 2.8080 -4.3127  0.118
H -0.1600 2.5612 -5.8916  0.112
H 0.8916 4.4004 -4.4897  0.120
H 2.0204 3.1849 -5.1033  0.131
H 3.4537 4.0862 -2.9644  0.131
H 2.0241 5.1185 -2.8437  0.119
H 3.3117 4.8392 -0.6813  0.113
H 1.6046 4.4028 -0.5566  0.120
H 2.8788 2.6406 0.5515  0.122
H 3.9701 2.4938 -0.8253  0.128
H -1.6749 -2.5280 1.6425  0.138
H -2.2282 -2.6700 -0.0434  0.145
H -4.3363 -1.9652 0.5696  0.121
H -3.8134 -2.0818 2.2502  0.124
H -4.6597 0.2283 1.8282  0.145
H -2.6725 0.0023 3.3450  0.126
H -2.5568 1.5083 2.4365  0.123
H -0.7456 -0.7160 2.5033  0.123
H -0.5089 0.8051 1.6045  0.145
H -4.2432 0.2232 -0.6550  0.121
H -3.4957 1.6339 0.0946  0.122
H -1.4614 0.9964 -0.6393  0.137
H -2.1817 -0.4197 -1.4522  0.138
H 1.5243 -1.5344 5.0599  0.114
H 0.9352 -3.6126 6.3628  0.098
H 0.6949 -5.7920 5.1738  0.097
H 0.7688 -5.8540 2.6545  0.113

Forces on the atoms, in the same order (eV/Å):
0.177 0.435 0.661
-0.534 1.127 -0.673
0.073 -0.545 0.449
2.216 -0.812 -0.742
-0.255 -0.584 -0.457
-0.325 0.476 -0.107
-0.513 -0.429 -0.807
-0.424 -0.805 0.564
0.560 0.214 0.651
-0.114 0.450 0.789
0.036 -0.100 -0.629
-0.203 -0.038 0.105
0.197 -0.108 -0.260
-0.097 0.934 -0.338
0.377 -0.007 -0.035
-0.163 0.052 0.089
0.487 0.335 0.188
-1.347 0.299 0.593
0.617 0.378 -0.435
-0.391 -0.235 0.126
0.069 0.032 0.036
-0.374 0.189 0.401
0.613 -0.341 -0.460
-0.477 0.109 -0.002
0.588 -0.317 0.113
-0.066 0.694 -0.754
-0.657 -0.892 0.040
-0.219 -0.695 0.462
0.234 0.059 -0.436
0.067 -0.456 -0.191
0.067 0.501 0.324
0.290 0.405 -0.151
-0.024 -0.533 0.980
-0.108 0.051 0.145
-0.315 -0.016 -0.140
0.008 0.307 0.191
0.112 0.035 -0.025
-0.102 0.097 0.049
0.091 -0.042 0.007
-0.003 0.034 0.057
0.055 -0.205 -0.029
-0.096 0.027 0.026
-0.053 0.074 0.055
0.090 -0.143 0.097
-0.079 -0.023 -0.015
0.077 -0.024 -0.060
0.100 0.026 -0.095
-0.083 0.043 0.057
0.064 0.034 -0.282
0.056 0.253 0.306
-0.047 0.214 0.178
-0.111 0.181 -0.112
0.156 -0.032 -0.101
-0.108 0.136 -0.197
-0.237 -0.121 -0.048
0.088 0.225 -0.322
-0.148 -0.288 0.043
0.057 0.041 0.169
-0.067 -0.163 0.040
0.045 -0.402 -0.089
0.195 0.094 0.355
-0.082 -0.256 -0.031
0.122 -0.109 -0.296
-0.005 0.204 -0.100
-0.155 -0.045 0.075

---

A molecular structure, C4H17N5, computed with ωB97M-V/def2-TZVPD.

The orbital gap is 8.03 eV. The HOMO energy comes out at -7.1 eV. For the calculated total energy, the calculation gives -11869.41209 eV.

Each line ends with the Löwdin charge.
Geometry (Å):
C 1.2567 -0.3455 -0.6035  -0.391
C 0.8220 2.1617 -0.5004  -0.054
C 0.4662 -1.6153 -0.4714  -0.132
C 2.6694 -0.3970 -0.0229  -0.076
N 0.4347 0.8439 0.0186  -0.260
N 0.4269 0.8945 1.4565  0.077
H 1.3169 -0.0554 -1.6569  0.128
H -0.2836 0.2250 1.7594  0.052
H 1.3386 0.6334 1.8234  0.073
H 0.7549 2.1519 -1.5874  0.089
H 1.8425 2.4214 -0.2111  0.079
H 0.1504 2.9092 -0.0835  0.086
H 0.6842 -2.2883 -1.2979  0.049
H 3.2572 -1.0951 -0.6167  0.083
H 0.6459 -2.1107 0.4836  0.046
H -0.8469 -1.2134 -0.3816  0.093
H 2.6582 -0.7887 0.9963  0.069
H 3.1755 0.5717 -0.0199  0.066
N -1.9196 -0.3170 -0.1062  -0.368
N -2.3152 -0.4559 1.2641  -0.036
N -2.9456 -0.4263 -1.0723  -0.034
H -0.7982 0.5274 -0.1700  0.140
H -3.3808 -1.3485 -1.0251  0.054
H -2.7112 -1.3829 1.4252  0.062
H -3.0156 0.2398 1.5200  0.061
H -3.6834 0.2603 -0.9202  0.048

Forces on the atoms, in the same order (eV/Å):
-0.271 0.921 0.328
-0.021 -0.164 0.003
-1.885 0.377 0.264
-0.219 0.132 0.049
-0.020 -0.662 -0.030
-0.002 -0.105 -0.162
-0.029 -0.018 0.055
0.129 0.057 0.089
-0.098 -0.038 -0.104
-0.054 0.007 0.016
0.005 -0.065 0.024
-0.022 -0.045 -0.051
-0.021 -0.096 0.036
0.025 0.023 -0.032
0.302 -0.148 0.028
2.186 -0.902 -0.367
-0.014 -0.013 -0.004
0.047 -0.021 -0.061
0.117 0.939 0.323
0.037 -0.048 -0.225
0.008 0.161 0.127
-0.426 -0.440 -0.243
0.131 0.084 0.019
-0.016 0.144 -0.045
0.027 -0.093 -0.054
0.084 0.012 0.018